(1)
This record from OMol25 describes a molecular structure, C28H42N6O3S3Tm in a non-equilibrium geometry. The level of theory is ωB97M-V with the def2-TZVPD basis set.

Computed properties:
HOMO (spin up / spin down)	-8.626 / -8.628	eV
molar mass	775.82	Da
frontier orbital gap (spin up / spin down)	5.13 / 5.13	eV
ΔE to the lowest compared entry with this formula, charge and spin	30.2	kcal/mol
expectation value of S²	2.002
energy	-106835.617	eV

The geometry in ORCA input format:
```
! wB97M-V def2-TZVPD RIJCOSX def2/J DEFGRID3
* xyz 1 3
Tm -0.88 0.00 0.19
N -1.04 1.54 2.39
C 0.11 2.38 2.74
C 1.39 1.58 2.46
N 1.38 1.01 1.10
C 2.01 1.84 0.07
C 1.01 2.74 -0.66
N -0.01 1.88 -1.29
H -1.91 2.04 2.54
H -1.06 0.73 3.03
H 0.12 2.67 3.80
H 0.07 3.29 2.13
H 1.42 0.75 3.17
H 2.26 2.22 2.62
H 1.89 0.13 1.13
H 2.44 1.17 -0.68
H 2.81 2.46 0.50
H 1.55 3.34 -1.40
H 0.51 3.42 0.04
H 0.46 1.38 -2.04
H -0.72 2.47 -1.73
S -1.34 -1.65 2.18
C 0.04 -2.74 2.19
C 0.12 -3.63 3.26
C 1.15 -4.54 3.37
C 2.14 -4.58 2.39
C 2.07 -3.71 1.32
C 1.03 -2.78 1.20
S 1.07 -1.77 -0.24
H -0.65 -3.60 4.01
H 1.19 -5.22 4.21
H 2.94 -5.29 2.45
H 2.82 -3.73 0.54
C -7.58 2.04 -0.61
O -6.34 2.09 0.07
C -5.30 2.74 -0.51
C -5.30 3.28 -1.79
C -4.20 3.97 -2.27
C -3.08 4.13 -1.48
C -3.06 3.61 -0.19
C -4.15 2.91 0.30
N -4.20 2.50 1.65
C -4.75 1.36 2.08
C -4.74 0.13 1.42
C -5.64 -0.88 1.84
C -5.65 -2.12 1.29
C -4.71 -2.45 0.30
C -3.80 -1.52 -0.12
C -3.77 -0.20 0.40
O -2.86 0.64 0.01
H -8.24 1.46 0.03
H -7.48 1.53 -1.57
H -7.99 3.04 -0.77
H -6.18 3.18 -2.40
H -4.24 4.38 -3.26
H -2.24 4.69 -1.85
H -2.19 3.75 0.44
H -4.15 3.27 2.32
H -5.22 1.40 3.05
H -6.36 -0.62 2.60
H -6.37 -2.87 1.61
H -4.71 -3.44 -0.12
H -3.05 -1.78 -0.87
C 0.98 -1.46 -6.15
N 1.98 -2.07 -5.31
C 2.37 -1.60 -4.12
S 1.69 -0.23 -3.45
N 3.36 -2.23 -3.47
C 4.07 -3.38 -3.97
H 1.29 -1.51 -7.19
H 0.85 -0.42 -5.85
H 0.02 -1.98 -6.04
H 2.44 -2.89 -5.67
H 3.52 -1.93 -2.52
H 3.43 -4.27 -4.00
H 4.91 -3.59 -3.31
H 4.46 -3.19 -4.97
C -1.94 -0.35 -3.28
O -1.11 -0.73 -2.19
H -2.19 -1.21 -3.90
H -1.45 0.40 -3.90
H -2.86 0.07 -2.86
H -0.23 -0.94 -2.57
*
```



(2)
This record from OMol25 describes a molecular structure, C22H23ClN2O6PdS2. The level of theory is ωB97M-V with the def2-TZVPD basis set.

Computed properties:
HOMO	-1.573	eV
molar mass	617.44	Da
frontier orbital gap	5.53	eV
ΔE to the lowest compared entry with this formula, charge and spin	16.3	kcal/mol
energy	-76125.411	eV

The geometry in ORCA input format:
```
! wB97M-V def2-TZVPD RIJCOSX def2/J DEFGRID3
* xyz -2 1
Pd 0.43 0.46 -0.80
O 5.14 -1.22 -1.77
C 5.67 -0.77 -0.63
C 7.06 -0.61 -0.55
C 7.65 -0.13 0.59
C 6.88 0.21 1.69
C 5.50 0.05 1.62
C 4.87 -0.45 0.49
C 3.37 -0.65 0.45
O 2.88 -1.20 -0.58
N 2.77 -0.34 1.57
N 1.39 -0.55 1.52
C 0.90 -0.63 2.67
S 1.92 -0.54 4.14
C 0.53 -0.47 5.29
C -0.59 -1.32 4.71
S -0.84 -0.83 2.98
H 4.12 -1.21 -1.58
H 7.64 -0.87 -1.43
H 8.73 0.00 0.63
H 7.34 0.61 2.59
H 4.87 0.31 2.46
H 0.18 0.56 5.40
H 0.86 -0.83 6.26
H -1.53 -1.16 5.22
H -0.32 -2.38 4.78
C 1.75 1.20 -2.63
C 1.64 2.19 -1.50
C 0.56 3.28 -1.60
O 2.57 2.34 -0.70
H 1.30 1.58 -3.55
H 1.20 0.20 -2.42
H 2.79 0.90 -2.76
H 0.38 3.56 -2.64
H 0.91 4.14 -1.04
H -0.39 2.94 -1.17
C -6.48 1.30 -2.18
C -6.08 -0.05 -1.67
C -7.02 -1.03 -1.39
C -6.61 -2.27 -0.91
Cl -7.83 -3.49 -0.57
C -5.28 -2.54 -0.68
C -4.32 -1.57 -0.96
C -4.72 -0.34 -1.47
O -3.87 0.66 -1.82
C -2.44 0.42 -1.81
C -1.84 0.30 -0.39
O -1.72 1.38 0.24
O -1.60 -0.85 0.04
H -7.57 1.40 -2.19
H -6.11 1.46 -3.19
H -6.05 2.09 -1.56
H -8.07 -0.83 -1.53
H -4.98 -3.50 -0.28
H -3.28 -1.74 -0.71
H -2.04 1.30 -2.31
H -2.24 -0.48 -2.41
*
```



(3)
This record from OMol25 describes a molecular structure, C3H4O3 in a non-equilibrium geometry. The level of theory is ωB97M-V with the def2-TZVPD basis set.

Computed properties:
HOMO	-10.064	eV
molar mass	88.06	Da
frontier orbital gap	10.87	eV
ΔE to the lowest compared entry with this formula, charge and spin	92.3	kcal/mol
energy	-9314.696	eV

The geometry in ORCA input format:
```
! wB97M-V def2-TZVPD RIJCOSX def2/J DEFGRID3
* xyz 0 1
O -0.34 0.21 -2.07
C -0.08 0.50 -0.79
O 1.15 0.94 -0.37
C 0.67 -0.36 0.16
C -0.45 0.01 1.10
O -1.10 0.82 0.09
H -0.11 -0.70 -1.80
H 1.43 -1.14 0.24
H -1.10 -0.83 1.38
H -0.14 0.61 1.95
*
```



(4)
This record from OMol25 describes a molecular structure, C6H14FN2O4S2 in a non-equilibrium geometry. The level of theory is ωB97M-V with the def2-TZVPD basis set.

Computed properties:
HOMO	-5.774	eV
molar mass	261.32	Da
frontier orbital gap	8.97	eV
energy	-42007.183	eV

The geometry in ORCA input format:
```
! wB97M-V def2-TZVPD RIJCOSX def2/J DEFGRID3
* xyz -1 1
C 0.37 3.48 -1.21
C -0.38 2.70 -0.03
C -1.64 2.05 -0.62
F -1.40 1.35 -1.79
S -2.56 0.97 0.55
O -2.29 1.40 1.96
O -4.01 1.25 0.28
N -2.33 -0.66 0.25
S -0.82 -1.20 0.73
O -1.02 -2.26 1.77
O 0.12 -0.17 1.27
C -0.13 -2.02 -0.76
C 1.41 -2.22 -0.67
C 1.91 -2.95 0.62
N 2.60 -2.06 1.56
H 0.64 4.47 -0.80
H -0.27 3.59 -2.10
H 1.33 2.98 -1.46
H 0.35 1.99 0.37
H -0.67 3.44 0.73
H -2.34 2.87 -0.89
H -0.33 -1.32 -1.60
H -0.61 -2.99 -0.95
H 1.69 -2.87 -1.53
H 1.94 -1.27 -0.86
H 2.66 -3.71 0.29
H 1.04 -3.49 1.06
H 2.31 -2.26 2.51
H 2.41 -1.09 1.34
*
```



(5)
This record from OMol25 describes C21H30N2O4 in the gas phase. The level of theory is ωB97M-V with the def2-TZVPD basis set.

Computed properties:
HOMO	-8.559	eV
molar mass	374.48	Da
frontier orbital gap	9.27	eV
ΔE to the lowest compared entry with this formula, charge and spin	40.5	kcal/mol
energy	-33434.477	eV

The geometry in ORCA input format:
```
! wB97M-V def2-TZVPD RIJCOSX def2/J DEFGRID3
* xyz 0 1
C 6.45 3.10 0.98
O 5.90 1.82 0.79
C 6.61 1.06 -0.17
C 6.10 -0.38 -0.21
O 6.87 -1.31 -0.05
N 4.79 -0.57 -0.48
C 3.77 0.45 -0.61
C 2.88 0.46 0.63
C 2.25 -0.93 0.83
O 1.38 -1.27 -0.24
C 0.15 -0.71 -0.33
C -0.58 -1.05 -1.48
C -1.85 -0.57 -1.68
C -2.44 0.27 -0.74
C -3.79 0.87 -0.99
O -3.90 1.98 -1.50
N -4.86 0.12 -0.66
C -4.77 -1.15 0.03
C -5.32 -1.10 1.46
C -6.85 -0.99 1.51
C -7.40 0.44 1.43
C -6.69 1.36 0.43
C -6.18 0.68 -0.84
C -1.72 0.62 0.39
C -0.44 0.13 0.61
C 3.34 -2.00 0.86
C 4.23 -1.90 -0.38
H 7.49 3.04 1.33
H 5.84 3.59 1.74
H 6.43 3.68 0.05
H 7.67 1.01 0.09
H 6.52 1.52 -1.17
H 4.22 1.43 -0.74
H 3.17 0.21 -1.49
H 2.10 1.21 0.50
H 3.48 0.71 1.50
H 1.69 -0.96 1.78
H -0.11 -1.70 -2.20
H -2.39 -0.84 -2.58
H -3.73 -1.45 0.05
H -5.34 -1.90 -0.54
H -5.02 -2.02 1.96
H -4.87 -0.26 2.00
H -7.20 -1.43 2.45
H -7.26 -1.60 0.70
H -7.35 0.90 2.41
H -8.46 0.37 1.16
H -5.83 1.84 0.91
H -7.38 2.16 0.16
H -6.87 -0.10 -1.17
H -6.09 1.43 -1.63
H -2.16 1.28 1.12
H 0.08 0.42 1.50
H 2.88 -2.99 0.90
H 3.95 -1.86 1.76
H 5.06 -2.61 -0.32
H 3.63 -2.10 -1.27
*
```



(6)
This record from OMol25 describes a molecular structure, C58H69BrClIOSi in a non-equilibrium geometry. The level of theory is ωB97M-V with the def2-TZVPD basis set.

Computed properties:
HOMO	-9.122	eV
molar mass	1052.54	Da
frontier orbital gap	9.35	eV
ΔE to the lowest compared entry with this formula, charge and spin	11.1	kcal/mol
energy	-161859.410	eV

The geometry in ORCA input format:
```
! wB97M-V def2-TZVPD RIJCOSX def2/J DEFGRID3
* xyz 0 1
C 3.21 6.11 3.55
C 1.73 5.66 3.34
C 1.58 4.71 2.12
I 2.52 5.57 0.33
Si -0.24 4.33 1.68
Cl -1.23 6.06 1.03
Br -0.15 2.92 -0.13
O -1.03 3.46 2.89
C -1.83 4.24 3.80
C -3.32 3.82 3.67
C -3.48 2.28 3.48
C -4.13 4.58 2.59
C -4.67 5.97 3.06
C -6.21 5.94 3.36
C -4.39 7.08 1.99
H 3.91 5.27 3.53
H 3.49 6.88 2.83
H 3.27 6.58 4.55
H 1.08 6.54 3.22
H 1.39 5.09 4.22
H 2.09 3.74 2.27
H -1.52 3.95 4.82
H -1.67 5.33 3.73
H -3.80 4.05 4.65
H -2.56 1.72 3.68
H -3.80 2.03 2.45
H -4.25 1.89 4.16
H -3.56 4.62 1.64
H -5.02 3.96 2.38
H -4.16 6.23 4.00
H -6.68 4.99 3.04
H -6.41 6.14 4.42
H -6.76 6.72 2.81
H -4.17 6.57 1.03
H -3.46 7.62 2.26
H -5.19 7.82 1.90
C -4.52 -1.46 4.59
C -3.64 -1.01 5.57
C -3.53 -1.68 6.77
C -4.29 -2.82 7.00
C -5.17 -3.28 6.02
C -5.28 -2.59 4.82
H -4.60 -0.93 3.65
H -3.04 -0.12 5.38
H -2.85 -1.33 7.54
H -4.20 -3.36 7.94
H -5.76 -4.17 6.20
H -5.97 -2.95 4.06
C -2.30 -3.25 2.14
C -2.23 -3.63 0.81
C -2.51 -4.95 0.45
C -2.87 -5.87 1.42
C -2.94 -5.48 2.75
C -2.65 -4.17 3.11
H -2.08 -2.22 2.42
H -1.95 -2.91 0.05
H -2.45 -5.25 -0.59
H -3.09 -6.89 1.14
H -3.23 -6.20 3.51
H -2.71 -3.87 4.15
C -0.33 -4.96 -5.11
C -0.13 -4.17 -3.98
C -1.20 -3.87 -3.15
C -2.47 -4.37 -3.43
C -2.66 -5.17 -4.55
C -1.60 -5.46 -5.39
H 0.50 -5.19 -5.76
H 0.85 -3.78 -3.76
H -1.05 -3.25 -2.27
H -3.30 -4.14 -2.77
H -3.65 -5.56 -4.77
H -1.75 -6.07 -6.27
C 2.20 -7.19 -3.80
C 3.40 -7.90 -3.76
C 3.72 -8.66 -2.64
C 2.85 -8.72 -1.56
C 1.66 -8.01 -1.60
C 1.33 -7.24 -2.71
H 1.95 -6.60 -4.67
H 4.07 -7.87 -4.61
H 4.66 -9.21 -2.61
H 3.10 -9.31 -0.69
H 0.98 -8.05 -0.76
H 0.40 -6.69 -2.74
C 4.55 -3.44 -7.00
C 5.75 -4.15 -6.97
C 6.08 -4.90 -5.85
C 5.21 -4.96 -4.77
C 4.01 -4.25 -4.81
C 3.69 -3.49 -5.92
H 4.30 -2.85 -7.87
H 6.43 -4.11 -7.81
H 7.01 -5.45 -5.82
H 5.46 -5.55 -3.90
H 3.33 -4.30 -3.96
H 2.75 -2.93 -5.95
C 9.20 -1.88 -10.87
C 9.40 -1.09 -9.75
C 8.33 -0.79 -8.91
C 7.07 -1.29 -9.20
C 6.87 -2.09 -10.32
C 7.94 -2.38 -11.16
H 10.04 -2.11 -11.53
H 10.39 -0.70 -9.53
H 8.49 -0.17 -8.04
H 6.24 -1.06 -8.54
H 5.89 -2.48 -10.53
H 7.78 -3.00 -12.03
C -9.74 4.77 6.78
C -8.42 4.50 6.43
C -7.38 4.97 7.22
C -7.66 5.72 8.36
C -8.98 5.99 8.71
C -10.02 5.52 7.92
H -10.55 4.40 6.16
H -8.20 3.91 5.55
H -6.36 4.77 6.95
H -6.85 6.09 8.98
H -9.20 6.56 9.60
H -11.05 5.73 8.18
C 6.34 5.23 -1.87
C 7.63 4.98 -2.33
C 8.62 4.61 -1.44
C 8.33 4.46 -0.09
C 7.04 4.70 0.37
C 6.05 5.09 -0.52
H 5.56 5.52 -2.56
H 7.85 5.09 -3.38
H 9.63 4.42 -1.80
H 9.11 4.16 0.60
H 6.81 4.58 1.42
H 5.04 5.28 -0.15
*
```



(7)
This record from OMol25 describes C5H7NO2 in the gas phase in a non-equilibrium geometry. The level of theory is ωB97M-V with the def2-TZVPD basis set.

Computed properties:
HOMO	-6.982	eV
molar mass	113.12	Da
frontier orbital gap	7.83	eV
ΔE to the lowest compared entry with this formula, charge and spin	29.2	kcal/mol
energy	-10882.352	eV

The geometry in ORCA input format:
```
! wB97M-V def2-TZVPD RIJCOSX def2/J DEFGRID3
* xyz 0 1
C 0.01 -0.48 -1.82
C -0.01 -0.29 -0.35
C 0.22 0.86 0.42
N 0.53 2.10 -0.02
C 0.02 0.52 1.75
O -0.13 -0.85 1.87
C -0.36 -1.24 0.60
O -0.76 -2.50 0.50
H -0.93 -0.91 -2.17
H 0.15 0.47 -2.35
H 0.82 -1.15 -2.11
H 0.61 2.32 -1.01
H 0.71 2.87 0.61
H -0.05 1.06 2.67
H -0.82 -2.79 1.42
*
```



(8)
This record from OMol25 describes a molecular structure, C7H7AlO6S in a non-equilibrium geometry. The level of theory is ωB97M-V with the def2-TZVPD basis set.

Computed properties:
HOMO (spin up / spin down)	-16.988 / -17.315	eV
molar mass	246.18	Da
frontier orbital gap (spin up / spin down)	5.80 / 5.97	eV
energy	-37063.990	eV

The geometry in ORCA input format:
```
! wB97M-V def2-TZVPD RIJCOSX def2/J DEFGRID3
* xyz 2 1
O -0.54 0.58 -2.29
C 0.25 -0.06 -1.31
Al -0.71 1.10 -0.24
C 0.15 0.73 1.49
O 0.44 1.08 2.63
C 0.76 -1.45 -1.87
O 0.27 -2.44 -1.32
C 1.43 0.91 -0.92
O 2.56 1.23 -0.96
C -2.62 0.46 -0.16
O -3.77 0.38 -0.02
H 1.34 -1.33 -2.76
C 2.69 -1.20 3.32
S 2.34 -1.18 1.55
C 2.86 -2.84 1.13
O 0.80 -1.21 1.39
H 2.39 -2.17 3.73
H 2.15 -0.38 3.80
H 3.77 -1.06 3.45
H 2.55 -3.51 1.94
H 2.38 -3.12 0.19
H 3.95 -2.83 1.03
*
```